P.
Molecular formula: C3H7O2
Method: DFT, wB97M-V/def2-TZVPD

**Total charge**: -1
**Frontier orbital gap**: 6.31 eV

XYZ file:
```
12
Properties=species:S:1:pos:R:3:nbo_charge:R:1
O 0.1848 0.6491 2.8139 -0.58
O 0.6982 0.5557 -1.2198 -0.79
C -0.3608 0.6157 -3.2649 -0.80
C -0.3179 0.6395 -1.9037 0.26
C -0.0440 0.5731 1.5996 0.28
H 0.6477 0.7263 -3.6671 0.16
H 0.2322 -0.3122 1.0132 0.16
H 1.3336 -3.2046 4.1197 0.01
H -1.2655 1.0681 -1.3487 0.02
H 0.7967 -3.5436 4.5835 -0.01
H -1.0636 0.9376 -3.9780 0.17
H -0.8412 1.2954 1.2523 0.11
```



Q.
Molecular formula: C3H7O2
Method: DFT, wB97M-V/def2-TZVPD

**SMILES string**: [O-]CCCO
**Total charge**: -1
**Frontier orbital gap**: 6.31 eV

XYZ file:
```
12
Properties=species:S:1:pos:R:3:nbo_charge:R:1
O 0.4083 -0.4347 2.0947 -0.96
O 0.9736 0.3688 -2.0592 -0.75
C 0.8035 0.4335 -0.6041 -0.07
C -0.6723 -0.1186 1.3552 -0.01
C -0.4828 -0.2586 -0.1580 -0.46
H -0.2942 -1.3338 -0.3530 0.16
H -1.0080 0.9452 1.5463 0.06
H -1.3133 0.1356 -0.7454 0.17
H -1.6123 -0.6873 1.5768 0.06
H 1.6780 0.0239 -0.1101 0.19
H 0.6814 1.4869 -0.3280 0.16
H 0.8381 -0.5609 -2.2151 0.45
```



The structure with the least stability is P.



P.
Molecular formula: C3H7O2
Method: DFT, wB97M-V/def2-TZVPD

**Total charge**: -1
**Frontier orbital gap**: 6.79 eV

XYZ file:
```
12
Properties=species:S:1:pos:R:3:nbo_charge:R:1
O 3.1528 -0.2066 0.3466 -0.59
O 0.0526 -2.0876 0.8718 -0.83
C -1.5274 -0.6870 -0.2545 -0.76
C 2.3231 -1.0273 0.0112 0.31
C -0.8781 -1.2236 0.8174 0.24
H -1.3677 -0.9319 -1.2898 0.16
H 2.3593 -2.0763 0.3233 0.13
H -0.8936 4.5184 -0.8914 0.02
H -1.2147 -0.7671 1.7649 0.06
H -1.3169 5.1254 -0.9712 -0.02
H 1.5458 -0.7367 -0.7119 0.12
H -2.2352 0.1003 -0.0165 0.16
```



Q.
Molecular formula: C3H7O2
Method: DFT, wB97M-V/def2-TZVPD

**Total charge**: -1
**Frontier orbital gap**: 6.62 eV

XYZ file:
```
12
Properties=species:S:1:pos:R:3:nbo_charge:R:1
O 2.8086 0.9305 0.4502 -0.58
O -0.8664 -0.4608 -0.4804 -0.81
C 1.8639 0.1965 0.2546 0.29
C -1.7225 0.1155 0.2551 0.25
C -1.6304 0.3020 1.6280 -0.81
H -1.1078 -0.4484 2.2111 0.17
H 1.9750 -0.7369 -0.3236 0.09
H 1.0832 -0.8022 -3.0425 0.04
H 0.8715 0.4334 0.6592 0.17
H 1.5671 -1.1277 -3.5030 -0.05
H -2.6301 0.5332 -0.2378 0.06
H -2.2123 1.0651 2.1290 0.17
```



The structure with the least stability is Q.



P.
Molecular formula: C3H11NOP
Method: DFT, wB97M-V/def2-TZVPD

**SMILES string**: COP(C)(C)=[NH2+]
**Total charge**: +1
**Frontier orbital gap**: 11.45 eV

XYZ file:
```
17
Properties=species:S:1:pos:R:3:nbo_charge:R:1
P -0.5311 0.3243 0.0777 1.99
O 1.2935 0.6549 0.2993 -0.78
N -1.1802 1.7593 -0.0621 -1.20
C -0.7209 -0.5313 -1.5459 -0.98
C 2.3828 -0.2680 0.0719 -0.25
C -1.0928 -0.6756 1.4281 -1.00
H 3.0886 -0.3074 0.9182 0.21
H 2.0356 -1.2649 -0.0960 0.17
H 2.9583 0.2010 -0.7468 0.21
H -1.0086 2.5089 -0.7854 0.48
H -0.5212 0.3737 -2.2070 0.27
H -1.7068 -0.9939 -1.7795 0.29
H -0.7369 -1.6809 1.1724 0.29
H -0.8426 -0.2965 2.4205 0.30
H -2.1159 -0.6600 1.3998 0.27
H -0.0113 -1.3751 -1.5017 0.27
H -1.2906 2.2315 0.9366 0.45
```



Q.
Molecular formula: C3H11NOP
Method: DFT, wB97M-V/def2-TZVPD

**Total charge**: +1
**Frontier orbital gap**: 9.72 eV

XYZ file:
```
17
Properties=species:S:1:pos:R:3:nbo_charge:R:1
P 0.6697 0.9972 0.7744 0.45
O -1.1654 2.7147 0.8645 -0.98
N 0.1426 -0.9377 -1.0724 -0.45
C 1.1925 -0.5172 -1.9515 -0.44
C -0.8723 -1.3146 0.9175 -0.70
C 0.0413 -0.5531 0.1541 0.17
H -1.1009 -2.3495 0.5335 0.25
H -1.7283 -0.7277 0.9520 0.26
H 0.8978 0.3326 -2.4638 0.23
H -0.5164 -1.6045 -1.4115 0.42
H 2.0997 0.4428 0.9091 0.04
H 0.5082 0.5336 2.0973 0.01
H 1.9732 -0.1983 -1.2811 0.22
H -1.3725 3.5892 1.2993 0.51
H -0.4371 -1.4236 1.8707 0.27
H 1.6612 -1.3306 -2.6474 0.26
H -1.9935 2.3466 0.4552 0.49
```



The structure with the least stability is Q.